(1)
{"formula": "C12H18FeO6", "method": "ωB97M-V with the def2-TZVPD basis set", "e_above_lowest_ev": 0.000, "homo_lumo_gap_ev": [10.67, 5.69], "total_charge": 1, "s_squared": 8.7642, "total_energy_ha": -2182.9443, "lumo_energy_ev": [-2.52, -7.19], "spin_multiplicity": 6, "elements": ["Fe", "O", "C", "O", "C", "C", "C", "C", "C", "O", "C", "C", "O", "O", "H", "H", "H", "H", "H", "H", "H", "H", "C", "C", "O", "C", "C", "H", "H", "H", "H", "H", "H", "H", "H", "H", "H"], "positions_angstrom": [[-1.091, 0.028, -0.720], [-1.290, 3.930, 0.318], [-0.864, 2.829, 0.129], [-0.944, 1.998, -0.810], [0.053, 2.282, 1.421], [1.224, 1.475, 0.855], [2.224, 1.248, 1.994], [1.499, 0.170, 2.838], [0.187, 0.012, 2.074], [0.620, 0.167, 0.689], [-0.681, 1.265, 2.264], [-2.186, 0.992, 1.751], [-3.050, 1.634, 2.270], [-2.251, 0.115, 0.811], [0.326, 3.190, 1.945], [1.636, 1.822, -0.087], [2.415, 2.165, 2.547], [3.170, 0.886, 1.598], [1.336, 0.465, 3.872], [2.047, -0.771, 2.830], [-0.335, -0.931, 2.197], [-0.797, 1.584, 3.295], [-2.556, -1.512, -2.413], [-1.210, -2.186, -2.554], [-0.346, -1.612, -1.539], [1.028, -2.096, -1.526], [1.890, -1.325, -2.494], [-3.292, -1.960, -3.078], [-2.503, -0.449, -2.695], [-2.947, -1.620, -1.396], [-0.772, -2.005, -3.536], [-1.273, -3.261, -2.386], [0.992, -3.161, -1.755], [1.368, -1.972, -0.503], [1.562, -1.449, -3.526], [2.917, -1.685, -2.427], [1.889, -0.260, -2.252]]}


(2)
{"formula": "C12H18KNO5S2", "method": "ωB97M-V with the def2-TZVPD basis set", "homo_lumo_gap_ev": 7.29, "total_energy_ha": -2295.2923, "lumo_energy_ev": -1.21, "elements": ["C", "C", "N", "C", "C", "C", "S", "S", "C", "C", "C", "C", "O", "C", "O", "O", "C", "C", "O", "O", "H", "H", "H", "H", "H", "H", "H", "H", "H", "H", "H", "H", "H", "H", "H", "H", "H", "H", "K"], "positions_angstrom": [[0.881, -1.959, 1.459], [2.245, -1.251, 1.354], [2.217, -0.204, 0.331], [2.491, -0.721, -1.019], [2.874, 0.340, -2.045], [2.980, 0.935, 0.722], [4.595, 0.948, 0.865], [2.053, 2.313, 1.276], [0.628, 2.512, 0.162], [-0.228, 1.299, -0.195], [-1.723, 1.608, -0.273], [-2.447, 0.402, -0.835], [-3.550, 0.695, -1.707], [-4.245, -0.471, -1.744], [-4.749, -0.939, -2.714], [-4.271, -1.023, -0.509], [-3.019, -0.684, 0.124], [-3.183, -0.339, 1.616], [-2.687, -1.193, 2.397], [-3.725, 0.728, 1.872], [0.763, -2.584, 0.576], [0.133, -1.174, 1.470], [0.838, -2.563, 2.342], [3.038, -1.973, 1.117], [2.470, -0.794, 2.318], [1.572, -1.215, -1.356], [3.265, -1.501, -0.981], [3.954, 0.468, -2.108], [2.399, 1.301, -1.845], [2.536, 0.012, -3.031], [0.981, 3.010, -0.743], [0.018, 3.245, 0.697], [-0.088, 0.533, 0.562], [0.102, 0.902, -1.160], [-1.948, 2.504, -0.857], [-2.080, 1.802, 0.743], [-1.723, -0.156, -1.448], [-2.363, -1.557, 0.040], [-1.000, -3.259, 2.529]]}


(3)
{"formula": "C12H18N2", "method": "ωB97M-V with the def2-TZVPD basis set", "e_above_lowest_ev": 5.661, "homo_lumo_gap_ev": 8.19, "total_energy_ha": -577.3412, "lumo_energy_ev": 0.52, "elements": ["C", "C", "C", "C", "C", "C", "C", "C", "C", "C", "C", "C", "N", "N", "H", "H", "H", "H", "H", "H", "H", "H", "H", "H", "H", "H", "H", "H", "H", "H", "H", "H"], "positions_angstrom": [[0.348, -1.101, -2.119], [-0.902, -0.728, -1.559], [1.445, -0.410, -1.739], [-1.138, 0.257, -0.674], [-2.913, 1.675, -0.077], [0.817, -0.421, 2.292], [-2.394, 0.488, -0.022], [0.940, -0.780, 1.080], [-0.010, 1.287, -0.435], [1.268, 0.504, -0.526], [-3.083, -0.785, 0.432], [1.098, -2.209, 0.590], [2.715, 2.260, 0.602], [2.571, 1.078, -0.246], [0.286, -1.663, -2.993], [-1.699, -1.403, -1.898], [2.469, -0.541, -2.104], [-3.866, 1.825, 0.373], [-2.371, 2.629, -0.430], [0.828, -1.021, 3.212], [0.607, 0.628, 2.585], [0.016, 1.983, -1.395], [-0.120, 1.938, 0.366], [-2.882, -1.527, -0.274], [-4.104, -0.651, 0.600], [-2.542, -0.987, 1.372], [1.013, -2.993, 1.385], [0.189, -2.431, -0.061], [2.011, -2.370, 0.064], [3.130, 2.990, 0.104], [3.064, 2.182, 1.568], [3.211, 0.297, -0.071]]}


(4)
{"formula": "C12H18N2", "method": "ωB97M-V with the def2-TZVPD basis set", "e_above_lowest_ev": 1.792, "homo_lumo_gap_ev": 9.17, "smiles": "CCc1cncc([C@H]2CCCN2C)c1", "total_energy_ha": -577.4834, "lumo_energy_ev": 0.88, "elements": ["C", "C", "C", "C", "N", "C", "C", "C", "C", "C", "C", "N", "C", "C", "H", "H", "H", "H", "H", "H", "H", "H", "H", "H", "H", "H", "H", "H", "H", "H", "H", "H"], "positions_angstrom": [[3.480, -1.444, 1.045], [3.220, -0.981, -0.423], [2.197, 0.173, -0.437], [2.544, 1.520, -0.193], [1.609, 2.475, -0.241], [0.347, 2.209, -0.513], [-0.123, 0.896, -0.669], [-1.596, 0.728, -0.794], [-1.937, -0.494, -1.637], [-2.411, -1.538, -0.601], [-2.119, -1.008, 0.775], [-2.253, 0.417, 0.450], [-2.266, 1.375, 1.606], [0.848, -0.108, -0.592], [4.050, -2.332, 1.058], [2.436, -1.547, 1.608], [3.920, -0.486, 1.534], [4.232, -0.574, -0.857], [2.910, -1.840, -1.105], [3.539, 1.946, 0.181], [-0.407, 3.046, -0.764], [-1.949, 1.616, -1.226], [-2.861, -0.257, -2.202], [-1.195, -0.844, -2.274], [-1.904, -2.565, -0.660], [-3.585, -1.610, -0.577], [-2.918, -1.348, 1.482], [-1.160, -1.301, 1.218], [-2.321, 2.398, 1.020], [-1.427, 1.383, 2.348], [-3.288, 1.227, 2.191], [0.388, -1.133, -0.751]]}


(5)
{"formula": "C12H18N2O3", "method": "ωB97M-V with the def2-TZVPD basis set", "e_above_lowest_ev": 6.850, "homo_lumo_gap_ev": 8.34, "total_energy_ha": -803.0949, "lumo_energy_ev": 0.59, "elements": ["O", "O", "O", "C", "C", "C", "C", "C", "C", "N", "N", "C", "C", "C", "C", "C", "C", "H", "H", "H", "H", "H", "H", "H", "H", "H", "H", "H", "H", "H", "H", "H", "H", "H", "H"], "positions_angstrom": [[-2.319, 3.136, -0.202], [0.107, 4.624, 0.995], [0.062, 3.759, -1.534], [-3.001, -4.995, 0.761], [-2.946, -3.920, 1.674], [-2.025, -5.107, -0.261], [-1.941, -2.941, 1.558], [-1.072, -4.062, -0.389], [-0.996, -3.031, 0.553], [-0.430, -0.759, -0.091], [-1.506, 1.623, -0.324], [0.090, -1.973, 0.508], [0.596, 0.238, -0.361], [-1.425, 2.641, 0.736], [-0.143, 1.477, -0.925], [-0.014, 3.219, 0.787], [0.528, 2.802, -0.584], [-2.293, 2.281, -0.705], [-0.305, 5.048, 0.222], [-0.905, 3.855, -1.392], [-3.759, -5.762, 0.900], [-3.685, -3.839, 2.485], [-2.051, -5.891, -1.013], [-1.884, -2.155, 2.266], [-0.343, -4.093, -1.214], [-0.995, -0.961, -0.913], [-1.747, 0.708, 0.044], [0.464, -1.785, 1.528], [0.942, -2.331, -0.093], [1.352, -0.135, -1.065], [1.099, 0.478, 0.581], [-1.806, 2.341, 1.711], [-0.214, 1.396, -2.019], [0.509, 2.669, 1.575], [1.633, 2.705, -0.593]]}


(6)
{"formula": "C12H18N3", "method": "ωB97M-V with the def2-TZVPD basis set", "e_above_lowest_ev": 2.563, "homo_lumo_gap_ev": 8.60, "smiles": "CC1(C)NCCC(=[N+]=C2C=CC=CC2)N1", "total_charge": 1, "total_energy_ha": -632.0062, "lumo_energy_ev": -3.76, "elements": ["C", "C", "C", "N", "C", "C", "C", "N", "C", "C", "C", "C", "C", "C", "N", "H", "H", "H", "H", "H", "H", "H", "H", "H", "H", "H", "H", "H", "H", "H", "H", "H", "H"], "positions_angstrom": [[2.842, -0.220, -1.824], [2.215, -0.338, -0.510], [2.444, -1.774, 0.134], [2.761, 0.585, 0.418], [1.923, 1.063, 1.430], [0.686, 1.727, 0.838], [-0.021, 0.607, 0.205], [-1.218, 0.079, 0.480], [-2.438, -0.120, 0.153], [-2.934, 0.503, -1.053], [-4.193, 0.358, -1.421], [-5.087, -0.418, -0.637], [-4.711, -0.980, 0.492], [-3.304, -0.882, 1.064], [0.727, -0.160, -0.573], [3.974, -0.136, -1.664], [2.825, -1.229, -2.271], [2.365, 0.531, -2.344], [2.350, -1.618, 1.243], [3.368, -2.102, -0.107], [1.581, -2.517, -0.245], [3.294, 1.404, 0.007], [2.328, 1.746, 2.149], [1.464, 0.205, 2.023], [1.058, 2.446, 0.092], [-0.083, 2.204, 1.514], [-2.237, 1.291, -1.496], [-4.439, 0.733, -2.427], [-6.066, -0.283, -0.906], [-5.433, -1.460, 1.170], [-3.111, -1.921, 1.265], [-3.400, -0.289, 1.994], [0.261, -0.976, -0.999]]}